8 unconnected molecules or ions with the total composition C37H61BF4IN7O11, computed with ωB97M-V/def2-TZVPD.

Structure (XYZ):
```
122
C37H61BF4IN7O11 (ωB97M-V/def2-TZVPD)
C 3.722 1.102 2.808
B 2.316 1.247 2.126
O 1.499 2.340 2.306
C 1.800 0.056 1.192
C 1.035 -0.980 1.736
C 0.718 -0.916 3.208
C 0.589 -2.047 0.930
C -0.194 -3.157 1.613
C 0.544 -4.487 1.633
O 0.062 -5.530 1.432
I 2.642 -4.324 2.234
C 0.851 -2.044 -0.455
C 0.342 -3.101 -1.420
F -0.179 -2.537 -2.539
F -0.680 -3.823 -0.900
C 1.451 -4.141 -1.859
F 2.654 -3.845 -1.349
F 1.096 -5.379 -1.468
C 1.611 -0.984 -0.986
C 2.096 0.038 -0.168
C 2.907 1.104 -0.831
O 3.932 1.545 -0.385
C 2.374 1.528 -2.153
C 1.938 0.551 -2.936
C 1.966 -0.848 -2.443
O 2.290 -1.757 -3.160
H 3.768 0.102 3.243
H 3.846 1.862 3.574
H 4.496 1.164 2.050
H 1.470 2.573 3.241
H 0.808 0.083 3.617
H -0.318 -1.204 3.369
H 1.320 -1.636 3.757
H -1.141 -3.295 1.117
H -0.405 -2.960 2.654
H 1.515 -4.120 -2.945
H 2.366 2.567 -2.439
H 1.535 0.708 -3.927
C 2.368 3.469 5.814
O 3.467 3.083 5.457
N 2.146 4.556 6.566
C 0.808 4.964 6.946
C 3.285 5.350 6.993
H 1.435 2.950 5.530
H 0.606 5.954 6.536
H 0.719 5.007 8.034
H 0.074 4.270 6.549
H 3.835 5.715 6.124
H 3.964 4.740 7.590
H 2.938 6.193 7.584
C -3.809 -1.706 1.667
O -2.802 -1.938 2.313
N -3.845 -0.936 0.568
C -5.072 -0.690 -0.164
C -2.606 -0.328 0.103
H -4.793 -2.121 1.942
H -4.974 -1.045 -1.191
H -5.291 0.379 -0.179
H -5.900 -1.211 0.311
H -1.873 -1.101 -0.129
H -2.189 0.314 0.879
H -2.804 0.262 -0.789
C -0.318 -0.159 -6.271
O -0.693 0.945 -6.635
N 0.606 -0.899 -6.896
C 1.011 -2.198 -6.390
C 1.217 -0.381 -8.109
H -0.722 -0.644 -5.366
H 2.078 -2.190 -6.165
H 0.806 -2.974 -7.130
H 0.463 -2.424 -5.478
H 1.717 0.566 -7.900
H 0.452 -0.201 -8.865
H 1.941 -1.098 -8.486
C -0.034 6.241 3.464
O -0.131 5.145 3.986
N 1.105 6.731 2.946
C 1.175 8.041 2.332
C 2.304 5.905 3.007
H -0.891 6.928 3.370
H 1.486 7.951 1.289
H 1.896 8.667 2.862
H 0.200 8.523 2.367
H 2.139 4.964 2.481
H 2.547 5.674 4.045
H 3.134 6.436 2.549
C -2.221 -2.181 6.795
O -2.244 -1.187 6.095
N -2.747 -3.373 6.456
C -2.681 -4.521 7.338
C -3.398 -3.509 5.161
H -1.751 -2.185 7.794
H -2.140 -5.337 6.854
H -3.688 -4.863 7.585
H -2.166 -4.255 8.258
H -2.697 -3.273 4.363
H -4.232 -2.809 5.092
H -3.764 -4.526 5.042
C -2.194 -8.058 -4.958
O -2.200 -7.440 -6.005
N -2.034 -7.501 -3.743
C -2.032 -8.285 -2.523
C -1.855 -6.062 -3.659
H -2.321 -9.153 -4.919
H -2.839 -7.958 -1.864
H -1.081 -8.166 -2.000
H -2.175 -9.338 -2.758
H -2.721 -5.558 -4.090
H -0.970 -5.766 -4.224
H -1.739 -5.765 -2.619
C 0.800 4.982 -6.105
O 1.344 5.981 -5.670
N -0.214 4.979 -6.985
C -0.816 3.742 -7.457
C -0.713 6.254 -7.470
H 1.104 3.966 -5.799
H -0.713 3.674 -8.543
H -1.876 3.726 -7.198
H -0.333 2.885 -7.002
H 0.085 6.806 -7.968
H -1.071 6.859 -6.635
H -1.527 6.082 -8.169
```

## Properties
HOMO (Eh): -0.329
Max |F| (eV/A): 1.12
SMILES string: CB(O)c1c(C)c(CC(=O)I)c(C(F)(F)C(F)F)c2c1C(=O)C=CC2=O.CN(C)C=O.CN(C)C=O.CN(C)C=O.CN(C)C=O.CN(C)C=O.CN(C)C=O.CN(C)C=O
Charge: 0
Frontier orbital gap (eV): 8.20
Total energy (Ha): -3379.468259


8 unconnected molecules or ions with the total composition C37H61BrFNO23P, computed with ωB97M-V/def2-TZVPD.

Structure (XYZ):
```
125
C37H61BrFNO23P (ωB97M-V/def2-TZVPD)
C 5.579 -1.686 -1.289
C 5.089 -1.743 -2.791
P 5.906 -0.459 -3.876
C 6.148 -1.306 -5.542
C 4.738 0.987 -4.268
C 5.355 2.349 -3.751
Br 7.284 2.336 -4.247
O 5.328 2.513 -2.366
C 4.261 1.831 -1.725
C 3.014 1.587 -2.605
C 1.924 0.939 -1.716
C 0.737 0.306 -2.511
C -0.534 1.224 -2.544
C -1.742 0.464 -1.923
C -3.010 1.352 -1.867
C -3.855 1.379 -3.174
C -4.040 0.002 -3.858
C -5.511 -0.287 -4.293
O -6.174 -0.924 -3.211
C -6.011 -2.317 -3.243
N 3.334 0.776 -3.822
F 2.512 1.299 -4.831
H 6.002 -2.632 -0.954
H 4.707 -1.399 -0.680
H 6.288 -0.851 -1.176
H 3.987 -1.784 -2.825
H 5.431 -2.722 -3.166
H 5.177 -1.740 -5.840
H 6.912 -2.082 -5.481
H 6.381 -0.557 -6.311
H 4.702 1.075 -5.364
H 4.963 3.212 -4.302
H 3.921 2.482 -0.908
H 4.567 0.883 -1.258
H 2.604 2.538 -2.962
H 2.329 0.246 -0.963
H 1.496 1.769 -1.134
H 0.438 -0.584 -1.935
H 1.009 -0.069 -3.508
H -0.402 2.137 -1.950
H -0.778 1.483 -3.584
H -1.883 -0.519 -2.384
H -1.443 0.265 -0.875
H -3.638 1.125 -0.973
H -2.656 2.385 -1.697
H -4.852 1.770 -2.909
H -3.413 2.140 -3.831
H -3.758 -0.833 -3.199
H -3.360 -0.045 -4.725
H -6.036 0.622 -4.579
H -5.437 -0.974 -5.152
H -6.678 -2.739 -2.482
H -6.257 -2.772 -4.214
H -4.988 -2.644 -2.981
H 3.054 -0.208 -3.736
C -9.769 1.997 -5.981
C -8.950 3.254 -5.858
O -7.611 2.754 -5.879
C -7.631 1.554 -6.507
O -6.664 0.955 -6.834
O -8.899 1.129 -6.710
H -10.702 2.152 -6.519
H -9.990 1.543 -5.012
H -9.088 3.929 -6.706
H -9.148 3.798 -4.937
C 3.683 -4.346 1.939
C 2.481 -3.577 2.403
O 2.180 -2.751 1.250
C 2.703 -3.376 0.167
O 2.498 -3.054 -0.965
O 3.490 -4.409 0.527
H 3.731 -5.345 2.367
H 4.622 -3.826 2.144
H 1.629 -4.222 2.612
H 2.685 -2.970 3.275
C 3.257 -3.467 7.878
C 2.992 -2.026 7.548
O 2.534 -2.093 6.187
C 2.045 -3.336 5.989
O 1.437 -3.670 5.017
O 2.328 -4.150 7.025
H 3.072 -3.698 8.924
H 4.271 -3.780 7.618
H 2.204 -1.598 8.165
H 3.883 -1.407 7.628
C -0.143 0.213 9.896
C 0.390 1.092 10.995
O 1.222 0.192 11.731
C 1.587 -0.808 10.896
O 2.406 -1.626 11.143
O 0.895 -0.755 9.731
H -0.316 0.759 8.970
H -1.062 -0.303 10.182
H 1.004 1.913 10.616
H -0.395 1.502 11.626
C -3.822 -0.331 1.718
C -4.713 0.875 1.680
O -5.203 0.936 3.018
C -4.312 0.295 3.812
O -4.337 0.311 4.991
O -3.383 -0.368 3.074
H -2.974 -0.244 1.041
H -4.360 -1.256 1.496
H -4.164 1.794 1.459
H -5.528 0.768 0.967
C 4.817 5.750 -6.138
C 3.780 4.929 -6.862
O 2.598 5.708 -6.700
C 2.982 6.996 -6.484
O 2.247 7.916 -6.474
O 4.322 7.077 -6.280
H 5.808 5.657 -6.578
H 4.877 5.507 -5.072
H 3.995 4.828 -7.928
H 3.652 3.935 -6.432
C -1.561 -3.471 7.007
C -2.446 -2.258 7.064
O -2.872 -2.249 8.429
C -1.950 -2.928 9.151
O -1.918 -2.958 10.334
O -1.064 -3.562 8.344
H -0.745 -3.363 6.296
H -2.117 -4.383 6.774
H -1.903 -1.333 6.857
H -3.297 -2.325 6.391
```

## Properties
HOMO (Eh): -0.412
Max |F| (eV/A): 2.05
Charge: +1
Frontier orbital gap (eV): 8.16
Total energy (Ha): -6246.632366


8 unconnected molecules or ions with the total composition C37H62N2O23, computed with ωB97M-V/def2-TZVPD.

Structure (XYZ):
```
124
C37H62N2O23 (ωB97M-V/def2-TZVPD)
C -7.629 3.683 3.869
C -7.817 2.074 3.559
O -8.870 1.327 3.931
O -6.707 1.400 2.859
C -7.069 1.081 1.457
C -6.696 -0.470 1.015
C -5.417 -0.946 1.982
C -4.858 -2.426 1.557
C -3.255 -2.503 1.226
C -2.298 -1.567 2.171
C -1.749 -0.229 1.330
C -2.580 0.386 0.017
C -1.994 1.677 -0.824
C -0.575 2.318 -0.311
C 0.281 1.783 1.020
N 1.540 2.538 1.342
C 2.134 1.940 2.587
C 1.571 0.669 3.434
N 0.331 -0.077 3.034
C -0.334 0.508 1.821
H -6.608 4.118 3.446
H -8.501 4.271 3.333
H -7.669 3.840 5.048
H -6.475 1.873 0.791
H -8.222 1.249 1.342
H -7.601 -1.211 1.056
H -6.222 -0.380 -0.076
H -4.639 -0.076 1.913
H -5.896 -1.071 3.068
H -5.423 -2.721 0.548
H -5.139 -3.292 2.322
H -3.073 -2.358 0.057
H -2.927 -3.631 1.439
H -2.873 -1.121 3.117
H -1.348 -2.136 2.556
H -3.590 -0.129 -0.332
H -2.554 2.115 -1.783
H -0.141 3.229 -0.948
H 3.143 2.439 2.983
H 2.162 0.323 4.392
C 4.635 2.789 -0.056
O 5.660 1.814 -0.232
C 6.628 1.842 0.719
O 6.677 2.609 1.668
O 7.530 0.871 0.431
C 8.613 0.783 1.355
H 3.916 2.675 -0.872
H 4.109 2.630 0.891
H 5.052 3.800 -0.104
H 8.246 0.544 2.358
H 9.189 1.714 1.364
H 9.272 -0.026 1.028
C -6.038 3.355 -3.627
O -7.382 3.832 -3.660
C -8.092 3.578 -2.532
O -7.680 2.996 -1.541
O -9.341 4.082 -2.699
C -10.207 3.886 -1.582
H -5.565 3.613 -4.579
H -5.476 3.837 -2.821
H -6.018 2.266 -3.517
H -9.812 4.389 -0.694
H -10.354 2.818 -1.391
H -11.177 4.328 -1.825
C -0.342 -0.512 -3.227
O -1.362 0.231 -3.892
C -1.731 -0.280 -5.094
O -1.272 -1.282 -5.618
O -2.700 0.517 -5.610
C -3.188 0.098 -6.883
H -0.126 -0.014 -2.278
H -0.683 -1.529 -3.012
H 0.576 -0.527 -3.824
H -3.643 -0.895 -6.814
H -2.384 0.107 -7.627
H -3.957 0.808 -7.200
C -10.078 -2.911 -2.189
O -10.478 -1.951 -3.165
C -9.700 -0.840 -3.206
O -8.729 -0.617 -2.499
O -10.188 -0.019 -4.170
C -9.463 1.199 -4.327
H -10.769 -3.757 -2.244
H -9.068 -3.277 -2.398
H -10.136 -2.485 -1.182
H -8.428 0.997 -4.622
H -9.496 1.789 -3.406
H -9.941 1.776 -5.123
C 5.095 -5.356 3.201
O 4.696 -4.396 2.225
C 5.474 -3.285 2.184
O 6.444 -3.063 2.891
O 4.985 -2.465 1.220
C 5.710 -1.247 1.063
H 4.404 -6.202 3.146
H 6.105 -5.723 2.992
H 5.038 -4.930 4.208
H 6.745 -1.449 0.768
H 5.677 -0.656 1.984
H 5.232 -0.669 0.267
C 10.192 4.280 2.773
O 11.217 3.304 2.597
C 12.185 3.333 3.548
O 12.235 4.099 4.497
O 13.087 2.361 3.260
C 14.170 2.274 4.184
H 9.473 4.166 1.957
H 9.666 4.121 3.720
H 10.609 5.291 2.725
H 13.803 2.034 5.187
H 14.746 3.204 4.193
H 14.829 1.465 3.857
C 9.446 -6.114 -2.627
O 8.103 -5.636 -2.659
C 7.392 -5.891 -1.532
O 7.804 -6.472 -0.540
O 6.143 -5.386 -1.698
C 5.278 -5.582 -0.582
H 9.920 -5.855 -3.578
H 10.008 -5.631 -1.820
H 9.466 -7.203 -2.517
H 5.673 -5.079 0.306
H 5.131 -6.650 -0.390
H 4.307 -5.140 -0.825
```

## Properties
HOMO (Eh): -0.304
Max |F| (eV/A): 8.66
SMILES string: CC(=O)OCCCCCCc1cccc2nccnc12.COC(=O)OC.COC(=O)OC.COC(=O)OC.COC(=O)OC.COC(=O)OC.COC(=O)OC.COC(=O)OC
Charge: 0
Frontier orbital gap (eV): 6.97
Total energy (Ha): -3286.557167